16
Properties=species:S:1:pos:R:3 method="wB97M-V/def2-TZVPD" homo_energy_ha="-0.0937 / -0.3272" max_force_ev_per_a=4.09 relative_energy_ev=1.4413 multiplicity=2 s2=0.754 total_charge=0 e_lumo_ev="0.6 / 0.4" total_energy_ha=-358.7261 homo_lumo_gap_ha="0.1155 / 0.3433"
N 0.210 0.503 0.142
C -0.931 0.007 0.691
N -1.467 -1.153 0.186
N -1.332 0.658 1.775
H 0.482 0.025 -0.674
H 0.974 0.806 0.730
H -2.433 -1.446 0.583
H -1.251 -1.333 -0.808
H -0.899 1.602 1.818
H -2.077 0.257 2.363
H 0.143 -0.090 -3.154
H -0.529 -1.378 -3.364
O -0.442 -0.715 -2.663
H 3.145 1.123 -0.044
H 3.510 0.350 1.497
O 2.898 0.785 0.923